{
  "formula": "C8H8O5S4Sr",
  "method": "ωB97M-V/def2-TZVPD",
  "max_force_ev_per_a": 16.05,
  "spin_multiplicity": 1,
  "orbital_gap_ev": 3.735,
  "e_homo_ev": 0.4,
  "total_charge": -2,
  "species": ["Sr", "O", "C", "O", "C", "C", "C", "C", "C", "O", "C", "C", "O", "O", "H", "H", "H", "H", "H", "H", "H", "H", "S", "S", "S", "S"],
  "xyz": [[0.42690, 0.16420, -0.17190], [0.65300, -0.55340, 3.25630], [0.91510, -0.12610, 2.13450], [0.60180, 1.00510, 1.66910], [1.76240, -1.00150, 1.26160], [2.69980, -0.36720, 0.26970], [3.80270, -1.41640, 0.02090], [3.05150, -2.37520, -0.92350], [1.67820, -1.68290, -0.95600], [2.08100, -0.34180, -0.98550], [1.04280, -1.97190, 0.38060], [-0.45540, -2.00570, 0.46070], [-0.94460, -2.92880, 1.11140], [-1.09800, -1.14790, -0.20350], [2.35860, -1.55410, 1.99900], [3.07700, 0.60890, 0.57090], [4.13720, -1.89360, 0.94720], [4.66900, -0.95890, -0.47040], [3.00500, -3.40320, -0.55930], [3.49680, -2.38970, -1.92380], [1.06870, -1.95670, -1.81410], [1.32590, -2.99030, 0.68140], [0.28500, 2.32180, -3.09320], [-0.90470, 3.85650, -2.45640], [-2.48960, 2.90420, -1.58130], [-1.69850, 1.97560, 0.05430]]
}